*P*
# C4H19NO8

A 7-piece molecular cluster, C4H19NO8 overall (ωB97M-V with the def2-TZVPD basis set, OMol25).

Last column: Mulliken charge in e.
Atoms and positions in Å:
O -2.72 2.13 1.29  -0.60
O -1.40 0.06 -3.85  -0.64
O 2.92 2.10 0.87  -0.61
O -1.32 -3.40 0.40  -0.74
O -0.63 -1.63 2.24  -0.58
O -1.69 -2.09 -1.96  -0.60
O 2.26 0.20 2.81  -0.64
O 2.57 -0.46 -1.27  -0.49
N -0.86 1.07 0.72  -0.15
C 0.89 1.29 -0.96  -0.70
C 2.25 0.71 -1.32  -0.22
C -2.24 1.13 0.77  0.01
C -0.02 0.32 -0.23  0.57
H -1.00 -0.74 2.40  0.30
H 1.55 -0.39 2.52  0.30
H 2.89 1.34 -1.95  0.41
H 2.63 2.75 1.50  0.29
H -0.37 1.92 0.94  0.22
H 0.56 -0.40 0.36  0.09
H -0.70 -2.67 0.53  0.37
H -0.49 -0.31 -0.98  -0.23
H -2.13 -3.26 0.88  0.31
H -1.11 -0.48 -3.11  0.32
H -1.87 0.83 -3.50  0.31
H 2.50 -0.29 3.61  0.30
H -2.24 -2.50 -2.63  0.28
H -0.42 -2.01 3.10  0.25
H 2.86 1.21 1.25  0.36
H -2.88 0.36 0.34  0.43
H -1.57 -2.82 -1.31  0.33
H 1.02 2.25 -0.48  0.49
H 0.49 1.46 -1.96  0.26

- Gap between HOMO and LUMO: 9.45 eV

---

*Q*
# C4H19NO8

A 7-piece molecular cluster, C4H19NO8 overall (ωB97M-V with the def2-TZVPD basis set, OMol25).

Last column: Mulliken charge in e.
Atoms and positions in Å:
O 3.10 -1.35 0.35  -0.57
O -0.32 1.51 -3.22  -0.59
O -1.72 -1.55 2.48  -0.62
O 0.14 2.74 3.09  -0.70
O -1.49 -1.08 -2.12  -0.53
O -2.45 1.00 1.78  -0.61
O 3.26 0.02 -1.94  -0.63
O -1.22 -2.48 0.02  -0.67
N -0.53 0.95 0.76  0.14
C 1.48 1.15 -0.64  -0.87
C -1.87 0.62 0.81  -0.12
C 0.49 0.12 -0.02  -0.21
C 2.10 0.40 -1.83  0.04
H -0.08 -0.32 -0.85  -0.09
H -2.31 -1.18 3.05  0.28
H 3.69 -1.08 -0.34  0.29
H -0.29 1.71 1.42  0.27
H 1.33 0.15 -2.56  0.43
H 3.22 -2.31 0.35  0.28
H -1.64 -3.07 0.68  0.30
H 2.40 1.36 0.10  0.34
H -0.97 -1.77 0.48  0.30
H 1.18 2.12 -0.87  0.53
H -0.79 2.62 3.04  0.34
H -0.89 1.37 -2.46  0.28
H 1.04 -0.60 0.64  0.46
H -1.35 -1.78 -1.44  0.33
H -0.61 0.95 -3.85  0.28
H -0.99 -1.05 2.28  0.29
H -2.15 -1.23 -2.65  0.22
H -2.26 0.07 -0.01  0.50
H 0.49 1.98 3.48  0.32

- Gap between HOMO and LUMO: 9.81 eV

---

Which of them is the most stable? Correct choice: *P*.

---

*P*
# C3H3NO2S

A 2-piece molecular cluster, C3H3NO2S overall (ωB97M-V with the def2-TZVPD basis set, OMol25).

Last column: Mulliken charge in e.
Atoms and positions in Å:
S -1.28 -1.90 0.48  0.25
O -1.03 -3.16 -0.26  -0.49
O 3.67 -0.46 0.42  -0.42
N 1.79 -1.76 -0.07  -0.36
C -0.97 -0.73 -0.59  -0.08
C -0.98 0.18 -1.49  -0.25
C 2.65 -0.97 0.19  0.53
H 0.98 -1.71 -0.66  0.30
H -1.92 0.40 -1.88  0.28
H -0.10 0.80 -1.66  0.25

- Gap between HOMO and LUMO (alpha / beta): 9.02 / 9.02 eV

---

*Q*
# C3H3NO2S

C3H3NO2S in the gas phase (ωB97M-V with the def2-TZVPD basis set, OMol25).

Last column: Mulliken charge in e.
Atoms and positions in Å:
S 1.91 -0.01 1.34  -0.20
O 1.10 1.95 3.29  -0.28
O 1.62 2.71 2.21  -0.27
N -0.32 1.59 1.40  -0.46
C 0.57 -0.24 0.14  -0.44
C -0.50 0.74 0.49  -0.06
C 0.91 1.58 2.02  0.68
H 0.94 -0.05 -0.87  0.30
H -1.44 0.74 -0.04  0.42
H 0.20 -1.27 0.19  0.31

- Gap between HOMO and LUMO: 9.99 eV

---

*R*
# C3H3NO2S

C3H3NO2S in the gas phase (ωB97M-V with the def2-TZVPD basis set, OMol25).

Last column: Mulliken charge in e.
Atoms and positions in Å:
S -1.96 0.47 0.92  -0.27
O 1.80 0.00 -0.93  -0.21
O 0.60 0.24 0.98  -0.35
N 0.74 -0.33 -1.73  -0.36
C -0.37 -0.36 -1.12  -0.08
C 1.63 -0.48 0.39  -0.18
C -0.55 0.04 0.30  0.46
H -1.25 -0.54 -1.75  0.39
H 2.55 -0.21 0.94  0.25
H 1.43 -1.55 0.41  0.36

- Gap between HOMO and LUMO: 8.53 eV

---

Which of them is the most stable? Correct choice: *R*.